# 1
# C16H42BBrNbO11P2

A structure of composition C16H42BBrNbO11P2 in a non-equilibrium geometry (ωB97M-V/def2-TZVPD, the OMol25 dataset).

relative energy (zero: lowest compared OMol25 entry of this formula, charge and spin)	0.000	eV
M	656.07	u
frontier orbital gap	5.622	eV
E_HOMO	-4.826	eV
max |F|	8.17	eV/Å
net charge	-1

CARTESIAN COORDINATES (ANGSTROEM)
C 6.29160 1.61973 -1.09515
C 5.41357 1.16882 0.09339
O 4.89926 -0.16002 -0.00075
B 4.01907 -0.39480 -1.07526
O 4.04181 -1.73208 -1.56795
Nb 2.53192 1.06821 -2.12028
C 1.02068 1.03931 -0.38988
C -0.23705 0.32196 -0.81193
O -1.16649 0.86493 -1.25827
Br -0.22234 -1.64818 -0.59201
H 7.20985 1.00247 -1.12132
H 6.63599 2.65259 -0.85228
H 5.76448 1.69480 -2.05997
H 6.08077 1.17461 0.98727
H 4.61806 1.90417 0.34147
H 4.95917 -1.85413 -1.86877
H 1.62510 -0.34632 -2.85039
H 1.39660 2.16338 -3.07967
H 3.32514 2.58901 -1.49084
H 3.66123 1.09384 -3.56338
H 0.74773 2.08272 -0.11767
H 1.47300 0.58277 0.51430
O -0.54672 -8.59174 0.00601
P -1.77414 -7.82982 0.42913
O -1.08790 -6.70330 1.41462
C 0.08788 -6.00284 1.01385
C -0.24087 -4.87485 0.05521
O -2.32533 -8.92498 1.54872
C -2.18236 -10.32207 1.28891
C -1.05211 -10.89523 2.12154
O -3.25306 -7.09252 0.47787
C -3.75562 -6.51696 1.68998
C -3.76165 -4.99387 1.57718
H 0.82302 -6.67801 0.57239
H 0.53977 -5.59266 1.91797
H -0.82182 -5.23747 -0.79814
H 0.67138 -4.40403 -0.31237
H -0.83706 -4.11187 0.55545
H -2.01774 -10.50632 0.22696
H -3.12376 -10.80605 1.56094
H -0.14526 -10.29616 2.03432
H -0.82591 -11.92059 1.82082
H -1.32362 -10.89837 3.17930
H -3.19228 -6.84350 2.56022
H -4.77658 -6.88356 1.81488
H -3.16563 -4.64562 0.73729
H -3.38326 -4.53823 2.49361
H -4.77886 -4.62423 1.43376
O -0.12374 7.70238 1.32293
P -0.49341 6.55584 0.41874
O -0.96055 7.39700 -0.92500
C -0.17667 8.47527 -1.41298
C 1.01351 7.97753 -2.21317
O -1.96935 6.21889 1.09878
C -2.12949 6.32891 2.51300
C -2.89531 7.59246 2.85555
O -0.55520 5.10898 -0.35811
C -1.59871 4.80587 -1.30058
C -1.02530 4.76555 -2.71384
H 0.15423 9.12670 -0.60129
H -0.82297 9.07540 -2.05617
H 1.60466 7.25991 -1.63861
H 1.65538 8.81061 -2.50648
H 0.67941 7.47212 -3.12044
H -1.16320 6.30868 3.01769
H -2.69066 5.45412 2.85004
H -2.47765 8.46451 2.35121
H -2.88953 7.77348 3.93283
H -3.93308 7.50841 2.52591
H -2.42621 5.50797 -1.23203
H -1.99062 3.82319 -1.03281
H -0.03438 5.20955 -2.76831
H -1.68634 5.28444 -3.41216
H -0.94084 3.73391 -3.05807

# 2
# C20H17F12N2O5

The ion C20H17F12N2O5 with charge -1 in a non-equilibrium geometry (ωB97M-V/def2-TZVPD, the OMol25 dataset).

SMILES	C[C@@H](C[C@](C(=O)[O-])(N(F)CCC(F)(F)C(F)(F)C(F)(F)C(F)(F)F)N(C(=O)F)C(=O)F)OCc1ccccc1
M	593.34	u
frontier orbital gap	7.682	eV
E_HOMO	-4.993	eV
max |F|	4.71	eV/Å
net charge	-1

CARTESIAN COORDINATES (ANGSTROEM)
C 1.79775 2.11815 3.04200
C 1.90848 1.53401 1.55270
C 1.15091 2.55548 0.62114
C 0.08652 1.85883 -0.35285
C -0.21566 2.91849 -1.49564
O -0.71385 2.65645 -2.59705
O 0.05111 4.15657 -1.18848
N -1.08265 1.40174 0.41221
F -1.11226 1.90105 1.70907
C -2.36675 1.77116 -0.18383
C -3.60916 1.17034 0.62675
C -4.46278 0.15983 -0.19188
F -4.71771 0.59065 -1.48902
F -5.73210 0.14217 0.41991
C -3.85807 -1.31091 -0.29306
F -2.73476 -1.36319 0.48218
F -3.51057 -1.49657 -1.62599
C -4.86758 -2.46392 0.04141
F -5.12824 -2.39561 1.40414
F -6.03148 -2.38220 -0.68150
C -4.30149 -3.93110 -0.21340
F -4.85879 -4.43037 -1.37317
F -4.72443 -4.78747 0.77018
F -2.96595 -3.99140 -0.38656
N 0.80476 0.62583 -0.88273
C -0.10731 -0.39990 -1.35496
O -0.08009 -1.45216 -0.81263
F -0.95948 -0.25548 -2.40494
C 1.77914 0.93617 -1.89217
O 1.57431 0.78715 -3.04608
F 3.04802 1.37020 -1.57195
O 3.30313 1.38672 1.25686
C 3.79962 0.13747 1.78520
C 3.87770 -0.85301 0.56634
C 2.93270 -1.94932 0.36793
C 3.07952 -2.77428 -0.81468
C 4.12150 -2.56352 -1.81471
C 5.07846 -1.49745 -1.59139
C 4.94903 -0.65722 -0.40857
H 2.50974 1.61101 3.73808
H 0.75429 1.91511 3.39513
H 1.92560 3.23465 3.01452
H 1.35824 0.54902 1.59985
H 1.92968 2.98509 -0.07008
H 0.72194 3.43306 1.15451
H -2.44116 1.43242 -1.24426
H -2.55351 2.88539 -0.19510
H -3.29589 0.75176 1.62070
H -4.30686 2.01527 0.88524
H 3.13602 -0.28082 2.58214
H 4.81734 0.30990 2.23055
H 2.13588 -2.11810 1.12404
H 2.33946 -3.59657 -0.95743
H 4.15852 -3.21465 -2.71826
H 5.91892 -1.29235 -2.29595
H 5.69029 0.15642 -0.25444

# 3
# C4H7N2

The ion C4H7N2 with charge +1 in a non-equilibrium geometry (ωB97M-V/def2-TZVPD, the OMol25 dataset).

relative energy (zero: lowest compared OMol25 entry of this formula, charge and spin)	3.753	eV
M	83.11	u
frontier orbital gap	8.201	eV
E_HOMO	-14.209	eV
max |F|	5.21	eV/Å
net charge	+1

CARTESIAN COORDINATES (ANGSTROEM)
C 1.87764 0.70984 -0.25501
C 0.51952 -1.02316 0.27344
C -0.22757 0.19901 0.63118
C -1.50140 0.16691 -0.41920
N 0.70169 1.21738 0.24290
N 1.70587 -0.65984 -0.18952
H 0.02032 -2.08878 0.21097
H -0.40660 0.20339 1.67474
H -1.26560 0.21449 -1.42675
H -2.15555 1.03715 -0.13554
H -2.09559 -0.80353 -0.32790
H 0.50963 2.13048 0.46601
H 2.31765 -1.30332 -0.74532

# 4
# C41H56GeN8O2PSTi

A structure of composition C41H56GeN8O2PSTi in a non-equilibrium geometry (ωB97M-V/def2-TZVPD, the OMol25 dataset).

2S+1	2
relative energy (zero: lowest compared OMol25 entry of this formula, charge and spin)	2.727	eV
M	876.47	u
frontier orbital gap (spin up / spin down)	6.571 / 6.705	eV
expectation value of S²	0.7975
E_HOMO (spin up / spin down)	-6.073 / -6.392	eV
max |F|	3.41	eV/Å
net charge	0

CARTESIAN COORDINATES (ANGSTROEM)
Ti -0.29311 -1.34053 -0.37747
C -2.14811 -3.10178 -1.50491
N -2.26866 -1.63124 -1.43612
C -3.48559 -1.30453 -0.68511
C -2.42009 -1.15844 -2.82776
C -2.72786 0.30776 -3.12760
N -1.85441 1.35824 -2.58978
C -1.77745 2.47862 -3.50927
C -0.52742 0.95556 -2.17018
H -3.07099 -3.54629 -1.90606
H -1.96242 -3.49043 -0.50614
H -1.32907 -3.37893 -2.16584
H -3.43766 -1.74574 0.30745
H -4.37515 -1.68460 -1.20796
H -3.56878 -0.22476 -0.58158
H -3.25525 -1.71433 -3.28254
H -1.53084 -1.45002 -3.36874
H -3.74861 0.56352 -2.81617
H -2.72125 0.34113 -4.22812
H -1.23885 2.22772 -4.43849
H -1.26390 3.30835 -3.02254
H -2.78485 2.80414 -3.77375
H 0.06837 0.51363 -2.97701
H -0.62086 0.24700 -1.33532
H -0.00740 1.83871 -1.79366
N 3.47575 1.65672 -7.51922
C 2.91016 0.77236 -6.61764
C 1.53079 0.78686 -6.38552
C 0.96556 -0.11514 -5.50560
C 1.76658 -1.02230 -4.82760
C 3.14109 -1.01093 -5.00574
C 3.70950 -0.11757 -5.89328
S 0.99229 -2.36974 -3.96165
O -0.32407 -2.47106 -4.55827
O 1.82486 -3.53157 -4.09345
N 0.75446 -1.94116 -2.40306
C 1.55272 -2.57258 -1.51201
N 0.90061 -2.90359 -0.34894
C 1.57706 -3.64110 0.53328
C 2.89240 -4.01205 0.31583
C 3.50438 -3.50969 -0.82093
N 2.84614 -2.79582 -1.72968
H 2.85440 2.05307 -8.20308
H 4.38383 1.41613 -7.87748
H 0.90619 1.48191 -6.93351
H -0.10665 -0.16538 -5.37243
H 3.73877 -1.73115 -4.46244
H 4.77953 -0.11997 -6.06223
H 1.03598 -3.93593 1.42396
H 3.41802 -4.64209 1.01770
H 4.55991 -3.66096 -1.01427
N -2.47589 2.12530 0.22370
C -1.80867 3.33899 0.25801
C -2.22517 4.43324 -0.49915
C -1.53165 5.62988 -0.43646
C -0.40818 5.75060 0.36863
C 0.04146 4.65447 1.09039
C -0.64480 3.44656 1.04049
P -0.05570 1.85544 1.72476
C -1.08882 1.72833 3.23925
C -2.15626 2.56468 3.54600
C -2.89384 2.35669 4.70511
C -2.57253 1.31844 5.56387
C -1.52603 0.45924 5.24912
C -0.79690 0.66043 4.09147
C 1.52445 2.42714 2.47861
C 2.61860 2.50237 1.61366
C 3.87140 2.86677 2.08123
C 4.04678 3.16783 3.42489
C 2.95860 3.13435 4.28406
C 1.70406 2.76473 3.81787
H -2.57197 1.63232 1.09869
H -3.27848 2.09256 -0.37999
H -3.08695 4.33193 -1.14843
H -1.87741 6.47644 -1.01589
H 0.13246 6.68703 0.41067
H 0.93643 4.74329 1.69168
H -2.40354 3.39371 2.89384
H -3.72108 3.01479 4.93829
H -3.13773 1.17209 6.47479
H -1.29011 -0.37158 5.90179
H 0.01133 -0.01019 3.81997
H 2.47706 2.26074 0.56558
H 4.71205 2.91626 1.40046
H 5.02955 3.41990 3.80135
H 3.08277 3.41083 5.32331
H 0.86613 2.74529 4.50139
C 2.96808 -1.64266 3.18954
C 3.38750 -0.72900 2.02921
C 2.30268 -0.60608 1.07139
N 1.33456 -0.53618 0.45054
H 3.73481 -1.63647 3.96190
H 2.82899 -2.66178 2.83962
H 2.02821 -1.29950 3.61873
H 4.27065 -1.12831 1.52617
H 3.63280 0.26433 2.40760
C -1.80899 -4.70205 1.73387
Ge -1.54402 -2.90418 2.56435
C -0.29354 -3.32946 4.07411
C -3.25102 -2.49752 3.51629
C -1.13761 -1.48760 1.33284
H -1.73801 -5.46800 2.50734
H -1.05069 -4.91342 0.97832
H -2.79185 -4.79301 1.27085
H -0.78612 -4.06037 4.71625
H -0.06013 -2.45060 4.67584
H 0.64220 -3.76657 3.72353
H -3.41918 -3.20400 4.33003
H -4.10524 -2.54888 2.84002
H -3.21852 -1.49336 3.94063
H -1.62701 -0.57625 1.69989